Record 1
ORCA calculation (ωB97M-V/def2-TZVPD) on a molecular structure, C31H34N4P2SSeV.

XYZ file:
```
74
Properties=species:S:1:pos:R:3:lowdin_spin:R:1
V 0.20973 0.05195 -0.51347 1.935
C -1.31806 -0.37136 2.79065 -0.001
P -0.40202 -1.26522 1.50095 0.000
C -1.39553 -2.76967 1.24620 0.003
C 1.09229 -1.88823 2.34980 -0.001
C 1.09582 -2.26671 3.69023 -0.001
C 2.25980 -2.72439 4.28647 0.000
C 3.43066 -2.81810 3.54578 0.000
C 3.43487 -2.45599 2.20856 0.000
C 2.27190 -1.98509 1.60467 0.001
P 2.19443 -1.51474 -0.15594 0.004
C 2.26206 -3.13739 -0.98689 0.000
C 3.81470 -0.81138 -0.57927 -0.001
H -1.59109 -1.02650 3.61726 -0.001
H -2.22691 0.03402 2.34538 0.000
H -0.71250 0.45400 3.16405 0.000
H -1.48451 -3.32910 2.17807 0.000
H -0.92155 -3.39746 0.49164 0.000
H -2.38820 -2.48856 0.89564 0.000
H 0.19109 -2.19795 4.28094 0.000
H 2.25600 -3.00627 5.33092 0.000
H 4.33966 -3.17317 4.01273 0.000
H 4.35270 -2.53542 1.63907 0.000
H 3.13099 -3.69229 -0.63173 -0.001
H 2.34355 -2.99171 -2.06426 0.000
H 1.36027 -3.71257 -0.77997 0.000
H 4.62604 -1.50216 -0.35065 -0.001
H 3.97577 0.13707 -0.06902 0.000
H 3.81213 -0.61135 -1.65156 0.000
C -4.24359 0.25084 -0.75596 -0.002
C -4.44775 1.55747 -0.33069 0.010
C -3.36666 2.31441 0.08550 -0.003
C -2.07961 1.77256 0.06925 0.004
C -1.83858 0.46664 -0.39929 -0.031
C -2.95868 -0.27237 -0.78980 0.006
C -0.92649 2.52081 0.61787 0.007
C -0.98444 3.90249 0.91792 0.000
C 0.11246 4.52725 1.42347 0.006
C 1.28175 3.78360 1.69932 0.001
C 2.44425 4.36086 2.25859 0.002
C 3.53480 3.58898 2.53704 0.000
C 3.49843 2.20302 2.28121 0.002
C 2.39098 1.62590 1.72774 0.005
C 1.26457 2.40675 1.40272 0.004
N 0.17438 1.81178 0.82239 -0.001
H -5.08844 -0.35687 -1.05723 0.000
H -5.44452 1.97707 -0.30417 0.001
H -3.54374 3.31754 0.44973 -0.001
H -2.82503 -1.29519 -1.12517 0.000
H -1.88390 4.46083 0.71059 0.000
H 0.09902 5.59112 1.62665 0.000
H 2.45077 5.42386 2.46451 0.000
H 4.42394 4.03336 2.96254 0.000
H 4.35685 1.59210 2.53025 0.000
H 2.34676 0.56038 1.55617 0.004
C -0.96042 1.42185 -3.70297 0.001
N -1.86546 0.29975 -3.90627 0.001
C -3.06633 0.36866 -4.58039 0.000
C -3.60748 -0.86595 -4.55693 0.000
N -2.73286 -1.67427 -3.86073 0.000
C -2.92183 -3.09373 -3.60693 0.000
C -1.67328 -0.95061 -3.45662 0.004
Se -0.22591 -1.64306 -2.49628 0.011
H -1.08617 2.11873 -4.52743 0.000
H 0.06250 1.05647 -3.67806 0.001
H -1.18441 1.91466 -2.75769 0.000
H -3.41954 1.28361 -5.02025 0.000
H -4.52132 -1.24297 -4.97887 0.000
H -3.92758 -3.36385 -3.91620 0.000
H -2.79293 -3.29657 -2.54557 0.000
H -2.19529 -3.67899 -4.16672 0.000
S 3.53615 3.03309 -1.83245 0.021
C 2.35112 1.98130 -1.65945 0.017
N 1.46945 1.20240 -1.52763 -0.006
```

Summary:
multiplicity = 3
F_max = 0.0018 Eh/bohr
net charge = +1
orbital gap (spin up / spin down) = 7.387 / 7.679 eV
E = -159104.663 eV

Record 2
ORCA calculation (ωB97M-V/def2-TZVPD) on a molecular structure, C31H34N7O4ReS.

XYZ file:
```
78
Properties=species:S:1:pos:R:3:lowdin_spin:R:1
Re -0.42784 -0.02035 -0.96606 2.350
C 0.83337 0.29131 -3.75703 0.013
N -0.51657 -0.06316 -3.22288 0.018
C -0.88016 -1.34968 -3.88579 0.006
C -2.02946 -2.13469 -3.28432 0.001
C -1.71086 -2.70283 -1.91837 0.013
N -1.66219 -1.69783 -0.84092 0.017
C -2.43795 -1.90518 0.17169 0.040
C -2.51052 -1.19478 1.40641 0.013
C -3.52933 -1.57909 2.31007 0.007
C -3.62155 -1.03168 3.55790 0.008
C -2.66406 -0.08115 3.95038 0.011
C -1.65942 0.30885 3.09773 0.004
C -1.56400 -0.22446 1.80306 0.015
O -0.58388 0.20376 1.02968 0.087
C -1.41075 1.04318 -3.69361 0.005
C -2.90585 0.96956 -3.38864 0.000
C -3.29410 0.70240 -1.92822 0.006
N -2.21373 1.13313 -1.04265 -0.003
C -2.39617 2.20662 -0.34087 0.017
C -1.37879 2.97788 0.28727 0.017
C -1.72019 4.03882 1.14888 0.002
C -0.77287 4.93308 1.56308 0.013
C 0.53901 4.81366 1.07290 0.005
C 0.89554 3.79773 0.21683 0.010
C -0.04610 2.82673 -0.15303 0.016
O 0.32548 1.82684 -0.94276 0.148
H 0.77240 0.36647 -4.84551 0.002
H 1.55140 -0.47314 -3.48847 0.000
H 1.16621 1.22932 -3.33868 0.001
H 0.00944 -1.97972 -3.86138 0.000
H -1.09571 -1.12648 -4.93407 0.000
H -2.20456 -2.98282 -3.94807 0.000
H -2.95343 -1.56048 -3.26143 0.000
H -0.73752 -3.18676 -1.94178 0.000
H -2.44801 -3.46338 -1.66052 0.002
H -3.11582 -2.75467 0.10010 0.000
H -4.24598 -2.33094 1.99259 0.000
H -4.41018 -1.33278 4.23551 0.000
H -2.71699 0.34944 4.94318 0.000
H -0.91515 1.03972 3.39145 0.000
H -1.30840 1.10256 -4.77936 0.000
H -0.99682 1.95898 -3.27886 0.000
H -3.40250 0.24259 -4.03215 0.000
H -3.29211 1.94832 -3.67909 0.000
H -3.48071 -0.35327 -1.76087 0.000
H -4.21321 1.24025 -1.69886 0.001
H -3.40748 2.61257 -0.30454 0.000
H -2.74854 4.12948 1.48580 0.000
H -1.03141 5.73706 2.23929 0.001
H 1.28716 5.53904 1.37243 0.000
H 1.90169 3.68984 -0.17256 0.000
N 5.14264 1.35508 4.41785 0.001
C 4.60961 0.93015 3.22757 0.001
C 3.34781 1.37099 2.80915 0.000
C 2.82448 0.94970 1.60259 0.001
C 3.54511 0.06914 0.81191 0.003
C 4.78151 -0.40763 1.22309 0.001
C 5.31182 0.02255 2.41940 0.000
S 2.93955 -0.34666 -0.78167 0.011
O 3.78565 -1.30204 -1.43479 0.005
O 2.73016 0.90264 -1.45198 0.002
N 1.37230 -1.07378 -0.59214 0.091
C 1.44371 -2.30946 0.12524 0.008
N 2.55050 -2.59594 0.80745 0.012
C 2.64589 -3.77708 1.39820 -0.002
C 1.61743 -4.70190 1.38135 0.011
C 0.47154 -4.27801 0.74600 -0.001
N 0.37442 -3.10317 0.12488 0.012
H 4.71721 2.10515 4.92625 0.000
H 6.08697 1.11925 4.65443 0.000
H 2.78583 2.05242 3.44040 0.000
H 1.84964 1.29218 1.28381 0.000
H 5.31043 -1.11591 0.59553 0.000
H 6.27966 -0.34170 2.74856 0.000
H 3.57841 -3.97226 1.92182 0.000
H 1.69908 -5.67580 1.84099 0.001
H -0.42222 -4.89780 0.72925 0.000
```

Summary:
multiplicity = 4
F_max = 0.0219 Eh/bohr
net charge = +1
orbital gap (spin up / spin down) = 7.029 / 6.048 eV
E = -64280.973 eV

Asked for energy relative to the best compared isomer or geometry (same formula, charge and spin) across the records above, the calculation gives 0.0, 23.1 kJ/mol in order.